(1)
A 2-piece molecular cluster, C4H9N2O2 overall, computed with ωB97M-V/def2-TZVPD.

```
17
Properties=species:S:1:pos:R:3:forces:R:3
O -0.296370 -1.428198 -1.793495 0.09 0.21 0.05
O -1.786574 -1.639399 -0.108071 -0.04 0.18 0.17
N 0.358888 -2.374600 0.158609 0.51 0.26 -0.14
N 1.419270 2.002904 1.864735 -0.24 0.07 0.14
C -0.662658 -1.746443 -0.641999 -0.22 -0.94 -0.14
C 0.317113 1.327601 -0.179426 -0.03 -0.26 -0.24
C 1.210220 2.363592 0.461296 -0.69 0.04 -0.29
C -1.011703 1.365479 -0.178683 0.19 0.59 0.29
H 0.792324 0.460210 -0.634734 0.02 -0.06 0.28
H 2.222202 2.434310 2.298353 0.14 -0.18 -0.14
H 0.669492 3.318617 0.425776 0.26 0.07 0.00
H 1.039513 -2.845479 -0.419576 -0.02 0.06 0.10
H 2.138421 2.455450 -0.117759 0.01 0.05 0.10
H -1.630637 0.517544 -0.433382 0.11 -0.07 -0.40
H -1.525681 2.263712 0.163540 0.06 -0.03 0.24
H 1.407027 0.999463 1.991844 0.19 0.07 0.01
H 0.056505 -2.909761 0.952974 -0.33 -0.04 -0.04
```
Positions in Å, forces in eV/Å.

Output
Highest occupied orbital energy, hartree: -0.1520
Kohn-Sham gap, eV: 7.96
LUMO, eV: 3.82
Relative energy (zero: lowest compared OMol25 entry of this formula, charge and spin), kJ/mol: 89.64
Net charge: -1

(2)
An isolated ion of composition C4H9N2O2 and charge -1, computed with ωB97M-V/def2-TZVPD.

```
17
Properties=species:S:1:pos:R:3:forces:R:3
O 2.068499 1.428901 -2.683603 -0.18 0.06 -0.11
O 2.427649 -0.633336 -1.850452 0.35 -0.42 0.30
N 0.379418 0.322584 -1.646753 -0.70 0.26 0.11
N -1.225161 -0.039844 1.059814 0.63 0.43 -0.52
C -0.124179 -0.848311 -0.998431 0.21 -0.94 0.54
C -0.024268 -0.742614 0.522806 -0.77 0.75 0.54
C -0.962534 0.674138 2.297038 -0.29 -0.09 0.45
C 1.746654 0.372994 -2.101341 0.07 0.31 -0.31
H -0.073634 1.322341 2.302728 -0.07 0.06 -0.26
H -0.272566 0.811211 -2.233199 0.15 0.21 -0.08
H -1.165801 -1.076899 -1.242546 -0.10 0.28 -0.18
H 0.870456 -0.153202 0.744268 0.20 -0.16 0.02
H -0.842254 0.011989 3.158604 0.04 -0.34 -0.17
H -1.413385 0.690796 0.371400 -0.10 -0.19 0.06
H 0.010233 -1.681126 1.071887 0.26 -0.37 -0.28
H 0.455986 -1.716221 -1.294076 0.24 -0.16 -0.21
H -1.855105 1.256599 2.521849 0.05 0.31 0.09
```
Positions in Å, forces in eV/Å.

Output
Structure (SMILES): CNCCNC(=O)[O-]
Highest occupied orbital energy, hartree: -0.1481
Kohn-Sham gap, eV: 7.76
LUMO, eV: 3.73
Relative energy (zero: lowest compared OMol25 entry of this formula, charge and spin), kJ/mol: 46.13
Net charge: -1

(3)
A 2-piece molecular cluster, C4H9N2O2 overall, computed with ωB97M-V/def2-TZVPD.

```
17
Properties=species:S:1:pos:R:3:forces:R:3
O 0.927119 1.334579 -1.110370 -1.60 -0.16 -0.33
O -1.110005 1.148635 -0.053560 1.10 0.37 -1.89
N -1.028955 1.673303 -2.270505 -1.47 0.07 0.47
N 0.710101 0.440474 1.677708 -0.15 -1.35 0.54
C -0.014770 -1.708474 0.795605 0.80 -0.06 0.68
C -0.334496 1.340217 -1.084128 0.13 0.51 1.65
C 0.096869 -3.254889 0.594604 -0.35 1.58 0.74
C 0.826121 -0.926544 1.555712 -1.27 -0.86 -1.15
H -0.843492 -1.176521 0.317526 0.28 -0.34 -0.03
H 1.622997 -1.422749 2.106912 0.15 0.16 0.03
H 0.085094 -3.505740 -0.473872 0.13 -0.06 0.23
H -1.911134 2.183133 -2.068893 1.07 -0.70 -0.26
H -0.439844 2.126897 -2.925205 0.47 0.45 -0.54
H 1.007948 -3.640097 1.077492 -0.18 0.04 -0.26
H 0.084956 0.909392 0.989969 0.12 -0.03 0.40
H 1.418121 0.907087 2.188736 0.43 0.39 0.02
H -0.771924 -3.745415 1.077593 0.34 0.01 -0.29
```
Positions in Å, forces in eV/Å.

Output
Highest occupied orbital energy, hartree: -0.1125
Kohn-Sham gap, eV: 7.24
LUMO, eV: 4.18
Relative energy (zero: lowest compared OMol25 entry of this formula, charge and spin), kJ/mol: 59.46
Net charge: -1

(4)
An isolated ion of composition C4H9N2O2 and charge -1, computed with ωB97M-V/def2-TZVPD.

```
17
Properties=species:S:1:pos:R:3:forces:R:3
O 2.213554 1.046186 1.109548 -0.09 1.30 -0.39
O 2.980760 1.937838 -0.845985 -0.05 0.97 0.36
N -2.261114 0.123303 1.052081 1.01 0.47 0.23
N 1.043463 0.763067 -0.860155 0.07 0.54 -0.31
C 0.181142 -0.057773 -0.103527 -2.99 2.28 1.81
C 0.308088 -1.581023 -0.198941 -0.91 -0.22 -0.10
C -1.511331 0.363863 -0.229093 1.44 -1.71 0.40
C 2.148508 1.401265 -0.096209 0.73 -2.57 -1.10
H 0.403888 -1.963590 0.827068 0.14 -0.25 -0.38
H -1.875876 -0.480911 -0.923049 -0.06 1.90 0.46
H -1.998738 -0.828978 1.248840 -0.25 -0.48 0.57
H -0.660397 -1.996106 -0.621602 1.16 0.08 0.27
H 1.077331 0.773012 -1.904944 0.10 -0.02 1.75
H 0.370224 0.322302 0.990516 -0.05 -1.08 -2.04
H -1.740723 1.419373 -0.490456 0.58 -0.85 -0.52
H 1.170232 -1.910075 -0.811857 -0.49 0.24 0.37
H -1.849011 0.668247 1.857764 -0.34 -0.59 -1.40
```
Positions in Å, forces in eV/Å.

Output
Structure (SMILES): C[C@H](CN)NC(=O)[O-]
Highest occupied orbital energy, hartree: -0.1477
Kohn-Sham gap, eV: 7.89
LUMO, eV: 3.87
Relative energy (zero: lowest compared OMol25 entry of this formula, charge and spin), kJ/mol: 140.02
Net charge: -1

(5)
An isolated ion of composition C4H9N2O2 and charge -1, computed with ωB97M-V/def2-TZVPD.

```
17
Properties=species:S:1:pos:R:3:forces:R:3
O 2.407736 -0.168871 1.239387 -0.46 0.22 0.42
O -3.592601 -0.334926 -0.042647 -0.45 0.15 0.36
N 1.826723 0.115511 -1.194685 0.91 -0.73 1.73
N -1.374874 0.048209 0.756546 1.26 1.90 0.09
C -2.517500 0.325366 -0.261698 0.33 -0.24 -1.42
C 2.809794 -0.119593 0.024060 -0.51 0.41 -0.55
C -0.206785 -0.481756 0.262248 -1.76 -2.06 -1.65
C 0.694801 0.644915 -0.776136 0.01 1.36 -1.15
H -0.011344 0.872191 -1.572363 -0.13 0.02 -0.07
H 0.563165 -1.014178 0.794402 -0.11 0.79 0.87
H -2.022899 0.107523 -1.260812 0.10 -0.31 0.06
H -0.578071 -1.115874 -0.555840 0.48 -0.26 0.00
H -2.545717 1.463506 -0.335699 -0.26 -0.08 0.67
H 0.867184 1.535077 -0.153381 -0.17 -0.55 1.03
H -1.193278 0.965435 1.161524 -0.16 -0.46 0.96
H 3.286035 -1.053343 -0.335227 0.40 0.12 -0.33
H 3.432456 0.808192 -0.096036 0.52 -0.28 -1.01
```
Positions in Å, forces in eV/Å.

Output
Highest occupied orbital energy, hartree: -0.1263
Kohn-Sham gap, eV: 4.90
LUMO, eV: 1.47
Relative energy (zero: lowest compared OMol25 entry of this formula, charge and spin), kJ/mol: 724.93
Net charge: -1

(6)
A 2-piece molecular cluster, C4H9N2O2 overall, computed with ωB97M-V/def2-TZVPD.

```
17
Properties=species:S:1:pos:R:3:forces:R:3
O -1.615566 0.661613 -1.098350 0.23 0.21 -2.85
O -2.825301 -0.305198 2.976285 -0.35 -0.90 2.60
N -2.183394 0.160228 0.973442 2.35 -1.20 2.78
N 1.466308 -0.432240 -1.299360 -3.53 -2.37 0.53
C 1.180223 -0.579017 -0.043490 -0.85 -3.58 -1.84
C -1.319340 0.288431 -0.033558 1.54 0.88 1.67
C 2.287979 0.600906 -1.801686 1.03 0.59 -1.75
C -1.792219 -0.226604 2.218024 1.99 -0.39 -0.27
H -0.188000 0.145546 0.324891 -2.18 0.56 -0.12
H 0.506641 -1.503177 0.164109 1.81 1.71 0.27
H -3.109736 0.294896 0.853686 -3.95 0.78 -1.21
H 3.302280 0.426162 -1.521436 0.75 -0.16 0.29
H 2.271243 0.674685 -2.877172 -0.13 -0.57 -0.40
H 0.806828 -1.087778 -1.853696 2.02 1.83 0.08
H -2.552005 -0.662362 3.903427 -0.62 1.02 -2.34
H 1.750901 -0.041740 0.641072 0.56 0.78 1.60
H 2.013159 1.585649 -1.526185 -0.65 0.82 0.94
```
Positions in Å, forces in eV/Å.

Output
Highest occupied orbital energy, hartree: -0.4758
Kohn-Sham gap, eV: 7.91
LUMO, eV: -5.04
Relative energy (zero: lowest compared OMol25 entry of this formula, charge and spin), kJ/mol: 408.40
Net charge: +1

(7)
An isolated ion of composition C4H9N2O2 and charge +1, computed with ωB97M-V/def2-TZVPD.

```
17
Properties=species:S:1:pos:R:3:forces:R:3
O -0.918728 1.666042 2.786666 -0.10 0.05 0.70
O 0.180125 2.192081 0.953708 0.90 1.04 -1.40
N 0.364401 -0.522613 -0.842158 0.11 -2.12 -0.19
N -0.672520 1.344410 1.644590 1.08 4.22 2.27
C 1.173138 -0.019640 -1.667666 2.62 -0.58 1.35
C -0.859790 0.058822 -0.472528 -2.14 4.14 1.04
C 0.560773 -1.876569 -0.352615 2.11 -1.25 -0.02
C -1.103661 0.354611 1.021524 -0.87 -4.61 -1.52
H 1.251561 0.979417 -2.013271 -1.04 0.85 -0.46
H 1.102109 -2.001157 0.556782 -0.05 1.18 1.53
H -0.912535 0.954941 -1.159841 -0.37 -0.49 1.30
H 2.108345 -0.577017 -1.694039 -0.17 -0.10 -0.86
H 0.168779 3.161196 1.245233 -0.69 -2.03 0.39
H -0.350065 -2.380297 -0.220246 -1.26 -0.56 -0.23
H -1.775777 -0.463782 -0.624038 -0.07 -1.44 -1.16
H 1.304587 -2.477786 -0.893024 -0.77 0.38 -1.10
H -1.620741 -0.392660 1.730923 0.70 1.32 -1.64
```
Positions in Å, forces in eV/Å.

Output
Structure (SMILES): C=[N+](C)C/C=[N+](/[O-])O
Highest occupied orbital energy, hartree: -0.4881
Kohn-Sham gap, eV: 7.96
LUMO, eV: -5.32
Relative energy (zero: lowest compared OMol25 entry of this formula, charge and spin), kJ/mol: 594.68
Net charge: +1

(8)
A 2-piece molecular cluster, C4H9N2O2S overall, computed with ωB97M-V/def2-TZVPD.

```
18
Properties=species:S:1:pos:R:3:forces:R:3
S 2.274434 1.245783 0.465862 -0.98 -0.29 -0.36
O -2.880333 -0.735395 -1.139866 -3.06 -1.89 -1.34
O -2.079730 1.247808 -0.499027 1.55 -0.51 0.86
N -0.142553 1.505557 1.648811 0.88 0.96 -0.13
N -1.997188 -0.188780 -0.571108 -0.56 3.72 -0.56
C -0.983211 -0.779481 -0.170245 4.28 0.65 2.38
C -0.545836 -2.074847 0.402392 2.11 0.61 -2.07
C 0.630189 0.964756 0.714478 -3.08 -1.48 0.22
C 2.623447 0.320845 -1.057761 3.83 1.11 0.17
H -2.924607 1.525805 -0.876175 -0.47 -0.70 -0.36
H -1.160766 1.379025 1.703684 0.82 -0.33 -0.49
H 3.325662 -0.513812 -0.811297 -0.22 1.01 -0.10
H -1.235639 -2.877042 0.179059 -0.63 -0.01 0.14
H 1.887958 -0.132915 -1.584497 -3.18 -1.07 -0.90
H -0.416697 -1.890827 1.489602 0.38 -0.66 -0.74
H 0.402575 -2.349045 -0.277234 -1.62 0.40 2.27
H 3.075893 1.028736 -1.831421 -0.23 -0.81 1.41
H 0.146401 2.323829 2.214743 0.18 -0.72 -0.40
```
Positions in Å, forces in eV/Å.

Output
Highest occupied orbital energy (alpha / beta), hartree: -0.4958 / -0.4958
Kohn-Sham gap (alpha / beta), eV: 7.71 / 7.73
LUMO (alpha / beta), eV: -5.78 / -5.76
Relative energy (zero: lowest compared OMol25 entry of this formula, charge and spin), kJ/mol: 714.49
Net charge: +1

no.,F_max (eV/A)
1,1.0
2,1.2
3,2.2
4,4.2
5,3.2
6,4.3
7,4.9
8,4.9